Entry 1:
DFT (wB97M-V/def2-TZVPD) results for a molecular structure, C30H41N3NaO3 in a non-equilibrium geometry.

Geometry (Å):
C: 1.537 -5.280 -6.887
C: 2.718 -5.893 -7.040
H: 0.906 -5.065 -7.739
H: 1.155 -4.973 -5.926
C: 3.585 -6.192 -5.891
C: 3.521 -5.481 -4.758
H: 2.838 -4.656 -4.621
H: 4.163 -5.709 -3.919
C: 3.180 -6.289 -8.411
H: 2.447 -6.011 -9.163
H: 3.341 -7.365 -8.482
H: 4.124 -5.807 -8.668
C: 4.562 -7.325 -6.005
H: 5.264 -7.166 -6.824
H: 4.055 -8.270 -6.198
H: 5.137 -7.435 -5.089
Na: -0.069 0.048 0.229
O: -0.191 -1.253 -1.270
C: -0.324 -2.496 -1.297
O: -0.262 -1.511 1.444
C: -0.476 -2.683 1.134
O: -0.670 -3.601 2.046
N: -0.530 -3.223 -0.143
C: -1.000 -4.883 1.429
C: -0.698 -4.688 -0.057
H: -2.048 -5.073 1.634
H: -0.385 -5.637 1.904
H: -1.520 -5.022 -0.680
H: 0.219 -5.187 -0.362
C: -0.269 -3.235 -2.547
C: 0.013 -2.632 -3.704
H: -0.441 -4.300 -2.526
H: 0.210 -1.571 -3.762
H: 0.063 -3.195 -4.624
C: 0.685 1.424 7.215
C: 0.027 2.333 6.147
C: -1.501 2.301 6.412
C: 0.550 3.767 6.343
C: 0.294 1.856 4.702
C: 1.064 0.708 4.407
C: 1.125 0.222 3.102
N: 0.436 0.848 2.111
C: -0.250 2.003 2.313
C: -0.315 2.532 3.619
C: -0.960 2.611 1.147
C: -1.417 3.938 1.172
C: -1.989 4.523 0.025
C: -2.155 3.702 -1.113
C: -1.708 2.375 -1.103
N: -1.103 1.876 0.003
C: -2.366 6.024 -0.028
C: -1.507 6.711 -1.113
C: -3.859 6.184 -0.370
C: -2.102 6.771 1.305
H: 0.446 1.784 8.240
H: 1.789 1.415 7.108
H: 0.301 0.382 7.136
H: -1.733 2.624 7.450
H: -2.058 2.974 5.728
H: -1.898 1.270 6.275
H: 1.647 3.801 6.175
H: 0.061 4.476 5.644
H: 0.341 4.117 7.377
H: 1.560 0.132 5.175
H: 1.635 -0.712 2.908
H: -0.907 3.408 3.823
H: -1.258 4.527 2.056
H: -2.585 4.094 -2.024
H: -1.783 1.770 -1.997
H: -1.677 6.269 -2.115
H: -1.740 7.797 -1.177
H: -0.425 6.608 -0.870
H: -4.486 5.701 0.409
H: -4.130 7.261 -0.423
H: -4.100 5.730 -1.352
H: -2.705 6.339 2.132
H: -1.025 6.732 1.580
H: -2.374 7.846 1.217

The calculation puts the strongest force on any atom at 3.67 eV/A. For the energy above the lowest of the compared OMol25 structures with the same formula, charge and spin, the calculation gives 13.2 kcal/mol. Its HOMO-LUMO gap is 7.21 eV. The net charge is +1. The molar mass is 514.67 g mol⁻¹. The calculation puts the LUMO energy at -3.130 eV.

=====

Entry 2:
DFT (wB97M-V/def2-TZVPD) results for a molecular structure, C30H42AsIN5O5SSr.

Geometry (Å):
Sr: -0.552 0.269 -0.709
C: -0.384 2.806 1.904
C: -1.737 3.048 1.245
N: -2.339 1.811 0.758
C: -3.483 2.021 -0.120
C: -3.051 2.569 -1.466
C: -3.966 3.084 -2.372
C: -3.492 3.564 -3.582
C: -2.130 3.539 -3.842
C: -1.285 3.000 -2.882
C: 0.209 2.914 -3.101
N: 0.911 2.493 -1.897
C: 1.121 3.560 -0.932
C: 1.592 3.008 0.406
N: 0.607 2.148 1.049
N: -1.751 2.525 -1.733
H: -0.004 3.769 2.277
H: -0.538 2.171 2.778
H: -2.385 3.562 1.973
H: -1.628 3.718 0.392
H: -2.586 1.205 1.532
H: -3.960 1.055 -0.295
H: -4.232 2.703 0.311
H: -5.023 3.098 -2.137
H: -4.180 3.962 -4.318
H: -1.727 3.918 -4.773
H: 0.373 2.154 -3.865
H: 0.568 3.886 -3.475
H: 1.787 2.053 -2.150
H: 1.844 4.315 -1.284
H: 0.170 4.080 -0.796
H: 2.496 2.414 0.233
H: 1.884 3.849 1.054
H: 1.077 1.450 1.613
O: -2.027 -1.483 -3.676
S: -2.326 -1.818 -2.168
O: -3.295 -2.875 -2.195
O: -2.817 -0.567 -1.546
O: -1.032 -2.156 -1.548
C: 2.266 -3.071 -1.353
As: 2.470 -1.213 -0.779
C: 3.478 -1.534 0.869
C: 4.008 -0.769 -1.922
H: 3.052 -3.689 -0.917
H: 2.338 -3.110 -2.440
H: 1.286 -3.438 -1.057
H: 4.347 -2.163 0.675
H: 2.818 -2.027 1.584
H: 3.810 -0.585 1.292
H: 4.772 -1.546 -1.872
H: 4.445 0.180 -1.609
H: 3.663 -0.671 -2.952
N: -1.106 -0.060 -5.321
C: -0.727 -0.698 -4.084
O: -0.326 0.137 -3.173
C: 0.320 -1.795 -4.293
I: -0.110 -3.274 -5.791
H: -1.772 0.664 -5.071
H: -1.582 -0.721 -5.925
H: 0.423 -2.340 -3.363
H: 1.250 -1.329 -4.606
C: 1.102 -5.680 4.204
C: 0.929 -4.409 4.737
C: 0.565 -3.342 3.929
C: 0.359 -3.515 2.554
C: 0.533 -4.805 2.039
C: 0.898 -5.872 2.845
C: -0.002 -2.441 1.597
C: -0.169 -1.122 1.778
C: -0.077 -0.436 3.042
C: 1.132 0.111 3.526
C: 1.175 0.880 4.679
C: 0.022 1.136 5.414
C: -1.179 0.588 4.967
C: -1.233 -0.168 3.811
H: 1.388 -6.509 4.841
H: 1.080 -4.243 5.797
H: 0.435 -2.368 4.376
H: 0.367 -4.963 0.979
H: 1.021 -6.857 2.410
H: -0.151 -2.833 0.591
H: 2.050 -0.103 2.987
H: 2.127 1.277 5.015
H: 0.059 1.735 6.314
H: -2.089 0.757 5.533
H: -2.176 -0.591 3.480

The calculation puts the strongest force on any atom at 0.13 eV/A. For the energy above the lowest of the compared OMol25 structures with the same formula, charge and spin, the calculation gives 27.2 kcal/mol. Its HOMO-LUMO gap is 6.36 eV. The net charge is -1. The molar mass is 874.21 g mol⁻¹. The calculation puts the LUMO energy at 2.209 eV.

=====

Entry 3:
DFT (wB97M-V/def2-TZVPD) results for a molecular structure, C30H42FN6O5Zr in a non-equilibrium geometry.

Geometry (Å):
Zr: -0.861 1.122 -0.525
O: -2.103 -0.287 0.666
C: -3.514 -0.263 0.394
C: -3.647 -0.169 -1.127
N: -2.856 0.963 -1.630
C: -3.471 2.275 -1.391
C: -2.335 3.360 -1.517
O: -2.564 4.415 -2.041
O: -1.201 2.978 -1.017
C: -2.548 0.819 -3.069
C: -1.060 0.441 -3.293
O: -0.714 -0.110 -4.308
O: -0.285 0.778 -2.320
H: -1.967 -0.375 1.632
H: -3.989 0.590 0.899
H: -3.988 -1.186 0.755
H: -4.708 -0.099 -1.405
H: -3.226 -1.087 -1.553
H: -3.903 2.346 -0.386
H: -4.269 2.504 -2.110
H: -2.698 1.769 -3.595
H: -3.181 0.078 -3.563
C: -0.149 0.110 4.011
C: 0.726 -0.990 3.414
C: -0.140 -2.222 3.115
C: 1.623 -0.606 2.242
C: 2.815 -1.325 2.161
C: 3.759 -1.056 1.191
C: 3.535 -0.051 0.267
C: 2.354 0.678 0.280
C: 2.186 1.836 -0.700
C: 2.610 1.507 -2.139
C: 3.061 3.009 -0.229
C: 1.386 0.386 1.271
N: 0.161 1.105 1.249
C: 0.111 2.333 1.864
C: 1.148 2.977 2.562
C: 0.942 4.212 3.144
C: -0.290 4.846 3.098
C: -1.355 4.226 2.458
C: -1.118 3.007 1.877
F: -2.181 2.267 1.249
H: -0.601 -0.264 4.928
H: -0.952 0.412 3.340
H: 0.439 0.988 4.259
H: 1.419 -1.292 4.208
H: -0.941 -1.993 2.414
H: -0.595 -2.570 4.039
H: 0.453 -3.035 2.703
H: 3.015 -2.090 2.896
H: 4.678 -1.616 1.165
H: 4.300 0.176 -0.457
H: 1.117 2.174 -0.725
H: 3.645 1.179 -2.180
H: 2.526 2.409 -2.745
H: 1.985 0.747 -2.595
H: 4.100 2.691 -0.186
H: 2.768 3.366 0.753
H: 2.984 3.835 -0.931
H: 2.106 2.485 2.656
H: 1.765 4.692 3.649
H: -0.427 5.806 3.569
H: -2.331 4.680 2.416
C: -1.083 -2.803 -2.486
N: -0.459 -1.848 -1.530
C: 0.950 -1.689 -1.987
N: 1.674 -2.940 -2.029
C: 0.994 -3.836 -2.958
N: -0.385 -4.069 -2.539
C: -0.365 -4.660 -1.208
N: 0.303 -3.786 -0.244
C: -0.401 -2.520 -0.217
C: 1.668 -3.546 -0.707
H: -1.083 -2.349 -3.480
H: -2.116 -2.998 -2.176
H: 1.454 -1.007 -1.291
H: 0.938 -1.269 -2.997
H: 1.522 -4.789 -2.983
H: 1.001 -3.393 -3.956
H: 0.165 -5.611 -1.250
H: -1.391 -4.839 -0.874
H: 0.119 -1.842 0.473
H: -1.426 -2.715 0.124
H: 2.201 -4.497 -0.744
H: 2.172 -2.882 0.001

The calculation puts the strongest force on any atom at 2.62 eV/A. For the energy above the lowest of the compared OMol25 structures with the same formula, charge and spin, the calculation gives 50.8 kcal/mol. Its HOMO-LUMO gap is 7.95 eV. The net charge is +1. The molar mass is 676.93 g mol⁻¹. The calculation puts the LUMO energy at -3.148 eV.

=====

Entry 4:
DFT (wB97M-V/def2-TZVPD) results for a molecular structure, C30H42N4ORuSSi.

Geometry (Å):
Ru: 0.780 -0.401 -0.755
O: 1.802 -0.922 -2.605
N: 2.903 -1.670 -2.574
C: 3.588 -1.772 -3.735
C: 4.717 -2.534 -3.836
C: 5.159 -3.219 -2.699
C: 4.458 -3.098 -1.529
C: 3.301 -2.300 -1.434
S: 2.440 -2.108 0.035
H: 3.147 -1.207 -4.542
H: 5.237 -2.593 -4.780
H: 6.045 -3.838 -2.741
H: 4.770 -3.609 -0.630
C: -0.893 0.990 -1.204
Si: -2.341 0.225 -0.384
C: -2.328 -1.585 -0.979
N: -1.032 -2.224 -0.669
C: -0.630 -3.194 -1.700
C: -1.532 -4.427 -1.747
C: -1.802 -4.958 -0.325
C: -0.833 -4.336 0.676
C: -1.010 -2.821 0.693
C: -2.129 0.272 1.494
C: -3.071 -0.312 2.344
C: -2.888 -0.344 3.718
C: -1.748 0.219 4.277
C: -0.803 0.813 3.454
C: -0.994 0.837 2.077
C: -4.080 0.867 -0.762
C: -4.710 0.545 -1.967
C: -5.972 1.027 -2.278
C: -6.638 1.855 -1.384
C: -6.031 2.194 -0.184
C: -4.768 1.704 0.119
H: -0.700 2.003 -0.835
H: -1.060 1.051 -2.285
H: -2.421 -1.529 -2.070
H: -3.174 -2.192 -0.630
H: 0.401 -3.487 -1.493
H: -0.611 -2.673 -2.658
H: -1.043 -5.188 -2.360
H: -2.473 -4.186 -2.247
H: -1.736 -6.047 -0.301
H: -2.822 -4.703 -0.021
H: 0.199 -4.594 0.425
H: -1.014 -4.717 1.683
H: -0.225 -2.349 1.291
H: -1.958 -2.584 1.181
H: -3.971 -0.753 1.924
H: -3.632 -0.808 4.355
H: -1.598 0.193 5.349
H: 0.088 1.257 3.883
H: -0.240 1.295 1.444
H: -4.207 -0.095 -2.686
H: -6.438 0.760 -3.219
H: -7.623 2.235 -1.624
H: -6.542 2.841 0.518
H: -4.309 1.977 1.062
C: 3.404 4.525 2.976
C: 4.169 3.673 1.971
N: 3.362 3.216 0.847
C: 3.062 4.189 -0.196
C: 1.646 4.753 -0.137
C: 2.811 1.972 0.793
C: 3.053 1.037 1.946
N: 2.083 1.541 -0.179
H: 4.050 4.800 3.810
H: 2.545 3.981 3.371
H: 3.040 5.444 2.518
H: 4.602 2.808 2.467
H: 5.009 4.242 1.565
H: 3.250 3.733 -1.173
H: 3.786 4.998 -0.096
H: 0.894 3.967 -0.201
H: 1.483 5.442 -0.966
H: 1.480 5.295 0.794
H: 2.792 1.501 2.897
H: 4.099 0.730 1.990
H: 2.447 0.148 1.794
H: 1.933 2.218 -0.918

The calculation puts the strongest force on any atom at 0.25 eV/A. As for the spin multiplicity: 5. Its HOMO-LUMO gap (spin up / spin down) is 6.40 / 7.67 eV. The molar mass is 635.92 g mol⁻¹. The calculation puts the LUMO energy (spin up / spin down) at 0.630 / 0.516 eV.

=====

Entry 5:
DFT (wB97M-V/def2-TZVPD) results for a molecular structure, C30H42N4SeSiSn.

Geometry (Å):
Sn: 0.063 1.126 -0.406
C: -2.754 1.548 -2.350
C: -3.070 1.846 -0.915
C: -4.387 2.084 -0.532
C: -4.673 2.383 0.785
C: -3.630 2.510 1.695
C: -2.343 2.307 1.250
N: -2.084 1.922 -0.013
C: -1.135 2.575 2.078
C: -1.190 3.284 3.264
C: -0.004 3.604 3.908
C: 1.203 3.233 3.339
C: 1.196 2.520 2.153
N: 0.041 2.178 1.562
C: 2.443 2.184 1.420
C: 3.695 2.296 1.983
C: 4.805 2.070 1.179
C: 4.618 1.790 -0.159
C: 3.327 1.672 -0.670
C: 3.129 1.462 -2.140
N: 2.266 1.813 0.136
H: -3.360 0.717 -2.713
H: -1.702 1.327 -2.521
H: -2.995 2.421 -2.960
H: -5.171 2.025 -1.276
H: -5.695 2.545 1.101
H: -3.834 2.777 2.722
H: -2.136 3.621 3.659
H: -0.020 4.175 4.828
H: 2.134 3.533 3.794
H: 3.820 2.556 3.023
H: 5.803 2.146 1.590
H: 5.460 1.667 -0.826
H: 3.603 0.540 -2.477
H: 3.607 2.284 -2.677
H: 2.084 1.469 -2.430
Se: -0.898 5.260 -0.943
C: -0.220 3.753 -1.443
N: 0.225 2.690 -1.772
C: 1.760 -1.327 1.809
C: 1.562 -2.118 0.512
C: 1.518 -3.623 0.881
C: 2.787 -1.897 -0.379
Si: -0.061 -1.742 -0.411
C: -0.101 -2.064 -2.289
C: -1.511 -1.951 -2.874
C: 0.382 -3.523 -2.493
C: 0.809 -1.142 -3.101
C: -1.634 -2.209 0.561
C: -2.894 -1.431 0.179
C: -1.894 -3.703 0.245
C: -1.456 -2.053 2.075
H: 2.736 -1.591 2.229
H: 1.013 -1.547 2.565
H: 1.764 -0.250 1.640
H: 2.467 -3.883 1.361
H: 1.414 -4.272 0.010
H: 0.725 -3.861 1.587
H: 3.685 -2.179 0.179
H: 2.888 -0.849 -0.660
H: 2.775 -2.497 -1.285
H: -2.219 -2.654 -2.437
H: -1.460 -2.174 -3.944
H: -1.911 -0.941 -2.770
H: -0.211 -4.250 -1.937
H: 1.430 -3.658 -2.226
H: 0.284 -3.772 -3.553
H: 0.430 -0.114 -3.113
H: 0.818 -1.485 -4.140
H: 1.836 -1.132 -2.749
H: -3.115 -1.451 -0.884
H: -2.821 -0.397 0.510
H: -3.746 -1.876 0.701
H: -2.167 -3.867 -0.799
H: -2.741 -4.035 0.854
H: -1.053 -4.352 0.487
H: -1.252 -1.013 2.355
H: -0.670 -2.680 2.488
H: -2.388 -2.349 2.566

The calculation puts the strongest force on any atom at 0.42 eV/A. For the energy above the lowest of the compared OMol25 structures with the same formula, charge and spin, the calculation gives 0.0 kcal/mol. Its HOMO-LUMO gap is 7.18 eV. The net charge is +2. The molar mass is 684.45 g mol⁻¹. The calculation puts the LUMO energy at -6.526 eV.

=====

Entry 6:
DFT (wB97M-V/def2-TZVPD) results for a molecular structure, C30H43AlN7S.

Geometry (Å):
Al: -0.566 0.419 0.292
N: -1.938 -0.348 1.622
C: -2.790 0.742 2.171
C: -1.844 1.826 2.650
N: -0.812 2.120 1.603
C: -1.123 3.339 0.816
C: -2.149 2.978 -0.236
N: -1.748 1.677 -0.860
H: -2.522 -1.094 1.256
H: -1.433 -0.753 2.410
H: -3.414 0.386 2.988
H: -3.455 1.089 1.380
H: -1.320 1.483 3.545
H: -2.390 2.733 2.913
H: 0.057 2.294 2.099
H: -0.203 3.686 0.355
H: -1.492 4.141 1.456
H: -2.235 3.758 -0.989
H: -3.135 2.854 0.207
H: -1.211 1.868 -1.709
H: -2.586 1.204 -1.188
C: 0.383 -2.624 2.919
C: 0.459 -1.292 3.624
C: 0.186 -1.237 4.989
C: 0.393 -0.073 5.712
C: 0.925 1.041 5.085
C: 1.203 1.043 3.719
C: 1.827 2.291 3.133
C: 0.910 -0.124 2.995
N: 1.018 -0.084 1.541
C: 2.179 -0.100 1.007
C: 3.456 -0.363 1.715
C: 2.198 0.193 -0.483
C: 3.478 0.082 -1.225
N: 1.073 0.553 -0.972
C: 0.965 0.721 -2.416
C: 1.036 -0.409 -3.242
C: 1.388 -1.796 -2.765
C: 0.798 -0.221 -4.601
C: 0.523 1.033 -5.122
C: 0.538 2.144 -4.294
C: 0.784 2.012 -2.930
C: 0.989 3.254 -2.098
H: 0.998 -3.348 3.456
H: 0.779 -2.584 1.906
H: -0.630 -3.038 2.902
H: -0.156 -2.134 5.494
H: 0.176 -0.047 6.773
H: 1.140 1.932 5.665
H: 1.302 3.191 3.462
H: 1.877 2.306 2.044
H: 2.851 2.395 3.497
H: 3.292 -0.695 2.736
H: 4.070 0.543 1.732
H: 4.031 -1.116 1.172
H: 4.254 0.646 -0.701
H: 3.392 0.445 -2.244
H: 3.811 -0.961 -1.245
H: 1.299 -1.931 -1.687
H: 2.415 -2.037 -3.046
H: 0.755 -2.544 -3.244
H: 0.844 -1.080 -5.262
H: 0.340 1.151 -6.183
H: 0.403 3.135 -4.714
H: 0.157 3.958 -2.190
H: 1.876 3.785 -2.450
H: 1.161 3.031 -1.046
N: -3.215 -4.703 -3.988
C: -2.062 -4.636 -3.311
S: -0.806 -5.666 -3.435
C: -1.878 -3.424 -2.451
C: -2.108 -2.137 -2.922
C: -1.725 -1.052 -2.157
N: -1.192 -1.163 -0.926
C: -1.036 -2.424 -0.453
C: -1.338 -3.552 -1.170
H: -3.365 -5.489 -4.602
H: -4.009 -4.125 -3.771
H: -2.516 -1.959 -3.911
H: -1.819 -0.063 -2.582
H: -0.631 -2.519 0.544
H: -1.137 -4.536 -0.765

The calculation puts the strongest force on any atom at 0.35 eV/A. For the energy above the lowest of the compared OMol25 structures with the same formula, charge and spin, the calculation gives 0.0 kcal/mol. Its HOMO-LUMO gap is 5.76 eV. The net charge is +3. The molar mass is 560.77 g mol⁻¹. The calculation puts the LUMO energy at -9.629 eV.